ORCA calculation (ωB97M-V/def2-TZVPD) on a molecular structure, C34H44N2O9P4SbW in a non-equilibrium geometry.

Last column: Mulliken charge in e.
Cartesian coordinates (Å):
W 0.4433 1.6237 -0.2191  0.0764
O 2.1935 1.9687 3.5488  -0.4678
P 0.9289 2.3994 2.7030  0.7205
O -0.2014 2.8882 3.4689  -0.6926
O 0.6935 1.2035 1.6901  -0.0455
O 1.6250 3.4546 1.6823  -0.0874
P 1.4099 4.4357 0.4288  0.5230
O 2.8916 4.9552 0.2111  -0.5332
O 0.4020 5.4731 0.5367  -0.7447
O 1.2734 3.3499 -0.7306  -0.2148
H 2.0371 2.1241 4.4941  0.3404
H 2.9406 5.9183 0.3248  0.3588
C -0.1435 2.5627 -4.3462  -1.7742
C -0.3794 2.2725 -2.9026  1.3249
N 0.4299 1.3798 -2.2022  1.6080
O 1.5958 1.0069 -2.8756  -0.5911
C -1.2972 2.8544 -2.0855  -0.7330
C -2.2205 3.9930 -2.3323  -1.5769
N -1.3344 2.1872 -0.8621  0.1146
O -0.9202 2.7928 0.3488  -0.7717
H -0.2112 1.6659 -4.9700  0.4069
H 0.8393 3.0126 -4.4937  0.2894
H -0.8982 3.2528 -4.7138  0.5040
H 1.3420 0.7601 -3.7754  0.3121
H -2.0331 4.4563 -3.2979  0.4782
H -2.0659 4.7405 -1.5510  0.3142
H -3.2654 3.6806 -2.2892  0.2666
C -1.9150 -1.7869 -2.1727  -1.7537
C -2.6325 -0.5553 -1.6296  -0.8617
P -2.2057 -0.4348 0.1431  2.3672
C -3.2794 0.7932 0.9240  -0.4039
C -4.0559 1.6939 0.2115  -0.2131
C -4.7732 2.6797 0.8755  -0.8182
C -4.7052 2.7737 2.2569  -0.6456
C -3.9352 1.8675 2.9776  -0.6795
C -3.2263 0.8837 2.3143  -0.1934
C -3.0738 -1.9763 0.7074  0.8186
C -4.4476 -1.9393 0.9529  -1.3968
C -5.1429 -3.1012 1.2534  -0.8245
C -4.4791 -4.3185 1.3040  -0.7568
C -3.1167 -4.3717 1.0525  -0.8619
C -2.4250 -3.2092 0.7517  -0.1924
C -0.3914 -1.8408 -2.0212  -1.1333
P 0.8633 -1.5531 -0.6201  1.2335
C 1.7094 -3.2070 -0.7577  1.1316
C 0.9074 -4.3495 -0.7126  -0.4960
C 1.4706 -5.6156 -0.7136  -0.8875
C 2.8475 -5.7697 -0.7772  -0.7692
C 3.6524 -4.6448 -0.8427  -0.9556
C 3.0861 -3.3767 -0.8322  -0.0748
C 0.8718 -1.6434 1.2645  2.2131
C -0.0658 -1.6935 2.2855  -0.4355
C 0.3253 -1.6769 3.6210  -1.1618
C 1.6606 -1.6159 3.9734  -0.8695
C 2.6147 -1.5587 2.9667  -1.0522
C 2.2192 -1.5631 1.6433  -0.8301
H -2.0953 -1.8347 -3.2502  0.5865
H -2.3575 -2.6914 -1.7530  0.3384
H -3.7116 -0.6648 -1.7565  0.7914
H -2.3031 0.3383 -2.1552  0.3303
H -4.1230 1.6105 -0.8657  0.4475
H -5.3830 3.3749 0.3124  0.4519
H -5.2495 3.5534 2.7730  0.3958
H -3.8779 1.9393 4.0552  0.4462
H -2.6196 0.1815 2.8827  0.3508
H -4.9727 -0.9933 0.9213  0.4381
H -6.2061 -3.0548 1.4493  0.4436
H -5.0237 -5.2226 1.5428  0.4043
H -2.5910 -5.3173 1.0941  0.5157
H -1.3625 -3.2638 0.5598  0.3916
H 0.0282 -1.1021 -2.7125  0.3266
H -0.0778 -2.8078 -2.4082  1.2736
H -0.1723 -4.2707 -0.6736  0.1382
H 0.8260 -6.4839 -0.6675  0.4744
H 3.2866 -6.7583 -0.7801  0.3920
H 4.7281 -4.7475 -0.9048  0.4611
H 3.7425 -2.5235 -0.8812  0.0023
H -1.1223 -1.7277 2.0918  0.4044
H -0.4391 -1.7160 4.3870  0.4698
H 1.9563 -1.6124 5.0143  0.4163
H 3.6684 -1.5021 3.2108  0.4632
H 2.9926 -1.5025 0.8841  -0.0585
C 4.1011 2.8140 -1.9444  -1.2409
Sb 3.4499 1.3844 -0.5128  1.1167
C 4.5988 -0.2528 -1.2197  -1.4667
C 4.5623 1.9213 1.2129  -1.1963
H 4.9348 3.3809 -1.5346  0.4118
H 3.2884 3.4891 -2.1896  0.2098
H 4.4213 2.2778 -2.8362  0.4878
H 5.4569 0.1606 -1.7490  0.7539
H 4.0104 -0.8560 -1.9067  0.3860
H 4.9576 -0.8623 -0.3919  0.4137
H 5.6202 1.9374 0.9547  0.5437
H 4.3771 1.1976 2.0043  0.2864
H 4.2474 2.9047 1.5531  0.2969

Atomic forces in eV per Å
-0.4 -2.1 -0.9
0.0 0.0 0.2
0.1 -0.1 -0.5
-0.1 0.0 0.0
0.4 0.5 0.3
0.1 0.5 0.5
0.0 -0.4 -0.1
0.1 0.2 0.0
-0.1 0.0 0.0
-0.1 0.3 0.3
0.0 0.0 -0.2
0.0 -0.2 0.0
-0.1 -0.1 0.0
-0.2 0.0 -0.1
0.9 1.1 0.0
-0.2 -0.4 0.0
-0.1 0.2 -0.1
-0.1 -0.1 0.0
1.1 0.3 -0.1
-0.9 0.1 0.4
0.0 0.0 0.0
0.0 0.0 0.0
0.0 0.0 0.0
0.0 -0.1 -0.1
0.0 0.0 0.0
0.0 0.0 0.0
0.0 0.0 0.0
-0.1 -0.1 0.0
0.0 -0.1 0.1
-0.2 0.0 0.2
0.2 0.2 0.0
-0.2 0.0 -0.1
0.0 0.0 0.0
0.0 0.0 0.0
-0.1 0.1 0.0
0.1 -0.1 0.1
0.0 0.0 -0.2
0.1 0.0 0.1
0.0 0.0 0.0
-0.1 0.0 0.0
0.0 0.0 0.0
0.0 0.0 0.0
0.1 0.0 0.0
-0.3 0.2 0.7
0.2 0.1 -0.3
0.0 0.0 0.0
-0.1 0.0 0.0
0.0 0.0 0.0
0.0 0.0 0.0
0.0 0.0 -0.1
0.0 -0.2 0.0
0.0 0.0 0.0
0.0 0.0 0.0
0.0 0.0 0.0
0.0 0.1 0.1
0.0 0.1 0.0
0.0 -0.1 0.0
0.0 0.1 0.0
0.0 0.0 0.0
0.0 0.1 0.0
0.0 0.1 0.0
0.0 0.0 0.0
0.0 0.0 0.0
0.0 0.0 0.0
0.0 0.1 -0.1
0.0 0.0 0.0
0.0 0.0 0.0
0.0 0.0 0.0
0.0 0.0 0.0
0.0 0.0 0.1
0.0 0.0 0.1
0.0 0.0 0.0
0.0 0.0 0.0
0.0 0.0 0.0
0.0 0.0 0.0
0.0 0.0 0.0
0.0 -0.1 0.0
0.0 0.0 0.0
0.0 0.0 0.0
0.0 0.0 0.0
0.0 0.0 0.0
0.0 0.0 0.0
0.0 0.0 0.0
-0.4 0.0 0.0
0.0 0.0 0.0
0.0 0.0 0.0
0.0 0.0 0.0
0.0 0.0 0.0
0.0 0.0 0.0
0.0 0.0 0.0
0.0 0.1 0.0
0.0 0.0 0.0
0.0 0.0 0.0
0.0 0.0 0.0
0.0 0.0 0.0

The calculation puts the HOMO energy (spin up / spin down) at -10.63 / -10.62 eV. Its total energy is -102895.016 eV. As for the spin multiplicity: 1. For the gap between HOMO and LUMO (spin up / spin down), the calculation gives 6.57 / 6.53 eV. As for the charge: +1. The LUMO energy (spin up / spin down) is -4.06 / -4.09 eV.